Record 1
Entry from the OMol25 dataset: a cluster of 13 separate species, C22H14Cl50N2O in total (ωB97M-V/def2-TZVPD).

LUMO energy: -0.003 Ha
HOMO-LUMO gap: 10.791 eV
E_HOMO: -10.86 eV

Each line ends with the Mulliken charge.
Atoms and positions in Å:
C  -4.1753  1.1236  0.3837  -1.156
C  -4.7955  1.3402  -1.0165  0.523
Cl  -4.1333  2.8368  -1.7622  -0.103
C  -4.6580  0.1146  -1.9849  -0.453
Cl  -3.2882  -0.9374  -1.4761  -0.032
C  -6.0172  -0.6177  -2.1779  0.040
C  -5.7744  -1.7659  -3.1159  -0.253
N  -5.6463  -2.6700  -3.8079  -0.499
C  -6.7084  -1.1043  -0.8772  1.364
C  -6.1448  -2.4641  -0.5382  -0.653
N  -5.7345  -3.4560  -0.1362  -0.478
C  -8.2401  -1.3134  -1.0222  -1.285
C  -8.9871  -0.1327  -1.6705  -0.754
C  -8.7848  1.2230  -0.9354  -0.216
O  -9.9671  2.0090  -1.0339  -0.566
H  -4.4902  0.1692  0.8164  0.160
H  -4.5376  1.9420  1.0208  0.387
H  -3.0875  1.1854  0.3134  0.335
H  -5.8700  1.4813  -0.8464  -0.284
H  -4.3698  0.5274  -2.9572  0.633
H  -6.6404  0.0926  -2.7373  0.541
H  -6.5273  -0.4156  -0.0472  0.368
H  -8.4434  -2.2557  -1.5428  0.394
H  -8.6445  -1.4270  -0.0056  0.487
H  -8.8129  -0.0469  -2.7510  0.302
H  -10.0607  -0.3611  -1.5819  0.576
H  -8.5706  1.0676  0.1317  0.233
H  -8.0073  1.7832  -1.4634  0.109
H  -10.6905  1.5155  -0.6436  0.351
C  -1.4972  -2.3500  1.7843  0.165
Cl  -3.1462  -2.6247  1.2146  -0.026
Cl  -0.4457  -3.5813  1.0774  -0.047
Cl  -0.9790  -0.7163  1.2865  -0.042
Cl  -1.4512  -2.4661  3.5500  -0.084
C  3.5393  -1.6789  1.5865  0.091
Cl  1.8620  -1.1168  1.5941  0.165
Cl  3.8280  -2.6823  3.0181  -0.120
Cl  3.8401  -2.6384  0.1320  -0.076
Cl  4.6216  -0.2759  1.6103  -0.055
C  -2.2225  -7.4001  0.3926  0.305
Cl  -2.0279  -7.8772  2.0864  -0.105
Cl  -3.4251  -6.1110  0.2757  -0.020
Cl  -0.6713  -6.8199  -0.2346  -0.101
Cl  -2.7543  -8.7964  -0.5562  -0.107
C  8.0127  -3.6062  -0.3370  0.193
Cl  6.8843  -2.5836  0.5609  0.025
Cl  9.6728  -3.2337  0.1493  -0.021
Cl  7.6645  -5.3077  0.0043  -0.106
Cl  7.8268  -3.3029  -2.0709  -0.104
C  13.5548  -1.6097  0.0691  0.277
Cl  13.7267  -1.9853  1.7888  -0.100
Cl  12.1682  -0.5323  -0.1413  -0.040
Cl  15.0236  -0.8124  -0.5090  -0.070
Cl  13.3160  -3.1324  -0.8255  -0.100
C  -0.2419  1.7374  4.7844  0.184
Cl  -1.7025  1.9611  3.8142  0.014
Cl  0.5609  3.3001  4.9885  -0.099
Cl  -0.6305  1.0621  6.3892  -0.124
Cl  0.8296  0.6203  3.9371  0.076
C  -1.2437  5.4318  -1.0200  0.235
Cl  -2.6011  5.9227  -2.0469  -0.102
Cl  -0.2329  6.8363  -0.6601  -0.100
Cl  -1.8631  4.7506  0.4918  -0.034
Cl  -0.2804  4.2091  -1.8608  0.007
C  -5.3622  0.4054  5.9990  0.181
Cl  -5.9938  -0.8589  7.0635  -0.097
Cl  -3.6075  0.5158  6.1765  0.026
Cl  -5.7534  0.0079  4.3151  -0.027
Cl  -6.0989  1.9572  6.4225  -0.103
C  3.5153  4.4804  -0.9293  0.185
Cl  2.4849  3.3260  -0.0716  0.009
Cl  5.2065  4.2033  -0.4871  -0.111
Cl  3.3134  4.2627  -2.6726  0.015
Cl  3.0506  6.1292  -0.4876  -0.078
C  6.0481  1.1395  5.5527  0.242
Cl  7.7049  1.2255  4.9371  -0.097
Cl  6.0813  0.8318  7.2956  -0.104
Cl  5.2223  2.6737  5.2405  -0.090
Cl  5.1844  -0.1675  4.7337  0.030
C  12.1921  -0.4811  -4.5974  0.288
Cl  13.1003  -0.8225  -6.0778  -0.107
Cl  12.5115  1.1811  -4.0790  -0.105
Cl  10.4609  -0.6792  -4.9077  -0.094
Cl  12.6924  -1.5983  -3.3210  0.034
C  2.0673  4.0469  -6.5939  0.307
Cl  3.0321  2.6313  -6.1509  -0.092
Cl  1.0502  3.6567  -7.9876  -0.104
Cl  1.0456  4.5102  -5.2264  -0.041
Cl  3.1442  5.3888  -7.0047  -0.094


Record 2
Entry from the OMol25 dataset: a structure of composition C22H14O2PPdS4 (ωB97M-V/def2-TZVPD).

LUMO energy: -0.204 Ha
HOMO-LUMO gap: 5.376 eV
E_HOMO: -10.94 eV
charge: +1

Each line ends with the Mulliken charge.
Atoms and positions in Å:
Pd  -1.1071  1.3100  -0.8286  -0.455
O  -2.7164  1.8917  1.0598  -0.443
C  -1.5392  1.8409  1.1501  -0.060
C  -0.5319  1.6434  2.2021  0.294
C  -0.6531  2.2845  3.4262  -0.673
C  0.3436  2.1353  4.3801  -0.636
C  1.4485  1.3466  4.1080  -0.661
C  1.5698  0.7077  2.8741  -0.837
C  0.5837  0.8599  1.9194  0.454
P  0.6507  0.1780  0.2353  1.658
C  2.1948  -0.7221  0.0260  0.181
C  2.2744  -2.0719  0.3711  0.012
C  3.4905  -2.7307  0.2779  -0.758
C  4.6192  -2.0524  -0.1654  -0.426
C  4.5393  -0.7102  -0.5094  -0.754
C  3.3284  -0.0414  -0.4133  -0.267
C  -0.6629  -1.0933  0.0894  0.101
C  -0.7357  -1.8152  -1.1091  -0.261
C  -1.7694  -2.7106  -1.3282  -0.855
C  -2.7559  -2.8877  -0.3682  -0.498
C  -2.6823  -2.1938  0.8291  -0.791
C  -1.6429  -1.3040  1.0621  -0.111
H  -1.5140  2.9143  3.6128  0.530
H  0.2577  2.6373  5.3340  0.421
H  2.2255  1.2327  4.8520  0.436
H  2.4365  0.0971  2.6526  0.488
H  1.3955  -2.6000  0.7194  0.461
H  3.5570  -3.7750  0.5535  0.421
H  5.5644  -2.5731  -0.2422  0.408
H  5.4183  -0.1837  -0.8565  0.417
H  3.2631  1.0079  -0.6765  0.418
H  0.0439  -1.7025  -1.8550  0.605
H  -1.8015  -3.2751  -2.2510  0.436
H  -3.5768  -3.5679  -0.5504  0.410
H  -3.4312  -2.3467  1.5951  0.436
H  -1.5794  -0.8011  2.0186  0.477
O  -4.1428  2.7541  -6.6587  -0.409
C  -3.4919  2.6066  -5.6824  0.552
S  -3.7206  3.5751  -4.1894  -0.036
C  -2.5063  2.7982  -3.2434  0.310
C  -1.7516  1.7131  -3.9144  0.433
S  -0.5132  0.9153  -3.2218  -0.210
S  -2.1870  1.3783  -5.5450  -0.028
S  -2.1915  3.3304  -1.7398  -0.188


Record 3
Entry from the OMol25 dataset: a structure of composition C22H15AuN3O7 (ωB97M-V/def2-TZVPD).

LUMO energy (alpha / beta): 0.001 / 0.001 Ha
HOMO-LUMO gap (alpha / beta): 5.124 / 5.125 eV
E_HOMO (alpha / beta): -5.10 / -5.10 eV
charge: -1

Each line ends with the Mulliken charge.
Atoms and positions in Å:
Au  0.1212  -0.2109  -0.0956  1.184
C  5.7021  -0.6893  0.1570  -0.932
O  4.5284  -0.2876  -0.5191  -0.403
C  4.0785  0.9665  -0.2707  0.535
C  4.8807  2.0113  0.1195  -0.484
C  4.3331  3.2802  0.3497  -0.798
C  2.9885  3.4772  0.1939  -1.043
C  2.1332  2.4232  -0.1843  0.812
C  0.7270  2.6886  -0.2047  -0.124
N  -0.2122  1.8245  -0.3514  0.310
N  -1.5102  2.1940  -0.3418  -0.869
C  -2.3367  1.2108  -0.0814  0.544
O  -2.0063  -0.0096  0.1170  -0.838
C  -3.7806  1.5477  0.0131  0.550
C  -4.2260  2.8665  0.0077  -0.260
C  -5.5763  3.1394  0.1461  -0.613
C  -6.4885  2.1028  0.2884  -0.355
C  -6.0480  0.7869  0.2917  -0.592
C  -4.6986  0.5087  0.1558  -0.467
C  2.6727  1.1448  -0.4623  0.833
O  1.9892  0.1363  -0.9156  -0.973
H  5.7541  -1.7706  0.0568  0.255
H  5.6507  -0.4272  1.2173  0.416
H  6.6053  -0.2506  -0.2790  0.321
H  5.9444  1.8619  0.2503  0.321
H  4.9712  4.0968  0.6580  0.387
H  2.5619  4.4567  0.3770  0.319
H  0.4179  3.7156  -0.0350  0.414
H  -3.5027  3.6626  -0.1010  0.426
H  -5.9192  4.1663  0.1443  0.370
H  -7.5420  2.3238  0.4051  0.375
H  -6.7574  -0.0226  0.4043  0.393
H  -4.3248  -0.5055  0.1665  0.436
O  -0.0461  -2.5219  6.8007  -0.707
C  -0.0255  -1.3130  6.5357  0.481
O  -0.0127  -0.2842  7.2319  -0.728
C  -0.0149  -1.0010  4.9635  0.197
C  -0.0209  0.3258  4.5481  -0.837
C  0.0350  0.5997  3.1925  -0.327
N  0.1004  -0.3769  2.2909  -0.150
C  0.0817  -1.6431  2.6713  0.584
C  0.0226  -2.0083  4.0128  -0.665
C  0.1296  -2.6967  1.5467  0.524
O  0.0453  -3.8691  1.8534  -0.658
O  0.2703  -2.2609  0.3321  -0.641
H  -0.0625  1.1152  5.2853  0.465
H  0.0328  1.6168  2.8078  0.441
H  0.0089  -3.0551  4.2778  0.575


| no. | largest force on an atom (hartree/bohr) |
| --- | --- |
| 1 | 0.032 |
| 2 | 0.064 |
| 3 | 0.039 |